1.
{"formula": "C17H35F6InN6O9S2", "method": "wB97M-V/def2-TZVPD", "homo_energy_ev": -14.91, "total_charge": 2, "fmax_ev_per_a": 4.744, "orbital_gap_ev": 3.5, "energy_ha": -3259.43173, "species": ["In", "C", "F", "F", "F", "S", "O", "O", "N", "S", "O", "O", "C", "F", "F", "F", "C", "C", "O", "N", "C", "H", "H", "H", "H", "H", "H", "H", "C", "C", "O", "N", "C", "H", "H", "H", "H", "H", "H", "H", "C", "C", "O", "N", "C", "H", "H", "H", "H", "H", "H", "H", "C", "C", "O", "N", "C", "H", "H", "H", "H", "H", "H", "H", "C", "C", "O", "N", "C", "H", "H", "H", "H", "H", "H", "H"], "xyz": [[-0.05027, 0.48316, 0.06110], [2.98281, -3.50856, -1.49176], [3.64724, -2.50858, -2.09916], [1.93527, -3.88344, -2.29018], [3.81007, -4.51856, -1.25574], [2.30087, -2.89571, 0.29698], [2.60029, -3.91128, 1.31606], [3.03950, -1.62509, 0.55650], [0.60329, -2.38055, -0.13093], [-0.16419, -3.76856, 0.18454], [0.42302, -4.99097, -0.42693], [-0.54382, -3.90603, 1.57833], [-1.77745, -3.39161, -0.86766], [-1.48789, -3.74332, -2.12967], [-2.81017, -4.15712, -0.47504], [-2.12470, -2.04669, -0.82350], [0.10937, 1.00437, 5.22813], [0.49342, -0.04583, 4.17094], [0.25027, 0.16788, 2.98614], [1.01758, -1.15462, 4.67973], [1.46275, -2.35420, 3.93079], [0.47165, 0.58179, 6.16529], [-0.95406, 1.18798, 5.38151], [0.50635, 2.00005, 5.03032], [1.18519, -1.16787, 5.67564], [0.58704, -2.92688, 3.62538], [2.08455, -2.98283, 4.56819], [2.19426, -2.03444, 3.18867], [-2.92016, 3.34786, 3.24595], [-1.53867, 3.18455, 2.70787], [-1.21597, 2.55486, 1.73387], [-0.61243, 3.75249, 3.49437], [0.73050, 3.94776, 3.07326], [-3.63189, 3.59738, 2.45902], [-2.94869, 4.15201, 3.98123], [-3.24411, 2.47246, 3.80883], [-0.90879, 4.11319, 4.39000], [1.17366, 3.06770, 2.60720], [1.31787, 4.19513, 3.95751], [0.78431, 4.75263, 2.34019], [-5.24643, 0.16907, -0.41238], [-4.12963, 1.19392, -0.33622], [-2.96712, 0.89835, -0.01682], [-4.56546, 2.40211, -0.64001], [-3.75293, 3.54733, -0.66828], [-6.15479, 0.58260, -0.85056], [-5.57076, -0.27131, 0.53048], [-4.87561, -0.66283, -1.01116], [-5.48570, 2.52701, -1.03709], [-2.88606, 3.54588, -0.00751], [-4.41429, 4.38651, -0.45268], [-3.24414, 3.73603, -1.61360], [0.97506, -1.26924, -4.42041], [-0.36125, -1.07843, -3.80075], [-0.48595, -0.63836, -2.62539], [-1.41010, -1.42625, -4.52745], [-2.81545, -1.36698, -4.04820], [0.91238, -1.98855, -5.23696], [1.76953, -1.61205, -3.75754], [1.35454, -0.32359, -4.80750], [-1.33121, -1.77000, -5.47387], [-3.36938, -0.68863, -4.69712], [-2.87586, -0.93070, -3.05115], [-3.28120, -2.35189, -4.08187], [3.82461, 0.75602, -3.64213], [3.51281, 0.66465, -2.11229], [2.36378, 0.48690, -1.68029], [4.57566, 0.66924, -1.28398], [5.99666, 0.81812, -1.50397], [3.28198, 1.58666, -4.09343], [3.58103, -0.14567, -4.20401], [4.87455, 0.88212, -3.90636], [4.40800, 0.51330, -0.30028], [6.17853, 1.86187, -1.76010], [6.29423, 0.12480, -2.29064], [6.54209, 0.51149, -0.61145]], "forces_ev_per_a": [[-0.1, -1.1, 0.3], [-0.8, -0.5, -0.6], [-0.7, -0.8, 0.8], [1.8, 0.6, 1.1], [-0.9, 0.9, -0.2], [3.6, 2.6, 1.6], [-1.7, 1.3, -2.4], [-2.1, -2.0, -1.1], [2.7, -0.9, 0.2], [-2.9, -3.3, 0.4], [-0.9, 3.3, 0.9], [0.2, 0.7, -1.4], [-0.1, -0.3, -0.2], [-0.1, 0.7, 0.6], [1.1, 1.2, 0.0], [0.5, -2.0, 0.2], [0.3, -0.4, 0.4], [-0.7, 0.4, 1.1], [-0.1, 0.3, -1.7], [0.6, -0.7, 0.2], [0.3, 0.7, 0.5], [0.1, 0.7, 0.2], [-0.2, -0.6, -0.5], [0.5, -0.4, -0.1], [-0.1, 0.0, -0.2], [0.4, 0.1, -0.6], [-0.4, 0.1, 0.4], [-0.7, -0.1, -0.6], [-0.8, 0.2, 0.2], [0.4, 0.7, 2.8], [0.1, -1.4, -3.1], [-0.6, 0.1, 0.2], [1.1, 0.1, 0.0], [0.0, -0.3, 0.0], [0.0, 0.2, -0.2], [0.0, -0.3, -0.4], [0.1, 0.2, -0.3], [-0.2, -0.2, 0.2], [0.1, 0.1, -0.2], [0.1, 0.2, 0.1], [0.2, -0.7, -0.1], [-0.9, -1.0, 0.2], [0.5, -0.2, -0.1], [0.1, -0.1, -0.3], [1.2, 2.0, -0.2], [0.2, 0.0, -0.2], [0.5, 0.3, 0.3], [-0.2, 0.0, -0.1], [0.1, -0.3, 0.3], [-0.5, -0.4, 0.6], [0.4, 0.2, 0.0], [-0.5, -0.1, -0.5], [0.8, -0.1, -0.7], [0.6, 0.1, 1.3], [-0.6, 0.1, -0.2], [-1.6, 0.0, 0.5], [0.3, 0.6, -0.3], [0.0, 0.1, -0.1], [-0.5, -0.1, 0.4], [-0.3, 0.1, -0.1], [0.6, 0.0, 0.2], [0.0, -0.1, -0.1], [0.3, -0.3, 0.0], [0.2, 0.0, 0.1], [0.0, 0.1, 0.3], [2.0, -0.6, -0.4], [-1.1, 0.3, -0.3], [-0.9, -0.2, 0.8], [0.0, -0.1, -1.1], [-0.1, 0.0, 0.2], [-0.5, -0.1, 0.5], [0.1, 0.3, 0.6], [-0.9, -0.1, -0.1], [0.6, -0.2, -0.1], [0.3, 0.3, -0.1], [-0.2, 0.3, 0.0]]}

---

2.
{"formula": "C17H35F6InN6O9S2", "method": "wB97M-V/def2-TZVPD", "homo_energy_ev": -14.86, "total_charge": 2, "fmax_ev_per_a": 7.314, "orbital_gap_ev": 3.4, "energy_ha": -3259.43178, "species": ["In", "C", "F", "F", "F", "S", "O", "O", "N", "S", "O", "O", "C", "F", "F", "F", "C", "C", "O", "N", "C", "H", "H", "H", "H", "H", "H", "H", "C", "C", "O", "N", "C", "H", "H", "H", "H", "H", "H", "H", "C", "C", "O", "N", "C", "H", "H", "H", "H", "H", "H", "H", "C", "C", "O", "N", "C", "H", "H", "H", "H", "H", "H", "H", "C", "C", "O", "N", "C", "H", "H", "H", "H", "H", "H", "H"], "xyz": [[1.07790, 0.30936, 0.15423], [-1.07349, 4.41973, 0.26089], [-0.51043, 4.34133, -0.92667], [-1.23243, 5.74508, 0.49489], [-2.25645, 3.85753, 0.28858], [0.05194, 3.65051, 1.63559], [1.35837, 3.51734, 1.01497], [0.03898, 4.51583, 2.79379], [-0.57852, 2.00413, 1.70038], [-1.42431, 2.03312, 2.99038], [-0.61248, 1.99067, 4.18389], [-2.57398, 2.97912, 3.05214], [-2.29181, 0.25535, 2.91293], [-1.47256, -0.66690, 2.34160], [-2.62532, -0.18843, 4.11833], [-3.45536, 0.35306, 2.17724], [0.93606, -1.94904, 4.87696], [1.52791, -0.70719, 4.17551], [1.42564, -0.44183, 2.98243], [2.26969, 0.06427, 4.95176], [2.88342, 1.33855, 4.53138], [0.88715, -2.85457, 4.27221], [-0.05004, -1.73731, 5.29032], [1.47304, -2.11679, 5.81056], [2.52667, -0.28107, 5.86544], [3.71822, 1.11847, 3.86598], [3.28551, 1.90712, 5.36993], [2.17850, 1.95136, 3.96955], [3.98697, 3.09922, -2.99312], [2.89408, 2.04639, -3.13824], [2.49880, 1.43112, -2.17772], [2.37920, 1.81970, -4.33396], [2.58351, 2.46493, -5.62801], [4.64299, 2.72723, -2.20612], [3.56374, 4.04019, -2.64162], [4.60539, 3.17246, -3.88771], [1.86466, 0.95063, -4.34068], [1.57319, 2.46204, -6.03711], [3.37185, 1.99502, -6.21606], [2.77873, 3.53646, -5.58563], [-2.59304, -2.88920, 0.50872], [-2.23561, -1.96021, -0.65743], [-1.35581, -1.14333, -0.48415], [-2.73893, -2.07768, -1.83327], [-3.94455, -2.87641, -2.24744], [-3.48075, -2.51015, 1.01505], [-1.77438, -2.84028, 1.22670], [-2.77170, -3.91411, 0.18354], [-2.40538, -1.42038, -2.52378], [-3.54287, -3.74056, -2.77658], [-4.54155, -2.28478, -2.94147], [-4.53958, -3.25672, -1.41714], [-1.00613, 2.31894, -3.96644], [-1.61722, 1.78577, -2.67746], [-0.84433, 1.55789, -1.76131], [-2.90329, 1.53938, -2.59550], [-3.65988, 1.12700, -1.41673], [-0.33385, 1.60111, -4.43640], [-0.44400, 3.23361, -3.77803], [-1.81248, 2.44530, -4.68889], [-3.48049, 1.73911, -3.39990], [-3.02665, 0.80626, -0.58954], [-4.45602, 0.43624, -1.69442], [-4.27336, 1.96008, -1.07364], [0.61661, -4.70587, 1.67985], [1.33575, -3.61204, 0.96331], [0.98625, -2.43408, 1.11760], [2.29520, -3.90657, 0.07487], [2.92610, -5.24234, -0.24624], [1.32027, -5.05865, 2.43385], [0.38002, -5.62353, 1.14131], [-0.21079, -4.32454, 2.27827], [2.71141, -3.09324, -0.35569], [3.12001, -5.32036, -1.31601], [2.27415, -6.10450, -0.10574], [3.80188, -5.36536, 0.39092]], "forces_ev_per_a": [[-1.6, 0.1, 0.7], [-0.4, 2.1, 0.4], [0.2, -0.8, 0.1], [0.4, -1.3, 0.5], [-0.1, -0.5, -0.2], [2.7, 1.9, -1.0], [-1.0, -1.0, -0.2], [-1.1, -1.8, -1.2], [1.4, 2.1, -2.6], [-4.9, -1.5, 5.2], [-0.1, -0.3, -0.7], [2.8, -1.8, -1.2], [-0.7, 0.3, -0.7], [-0.6, 1.0, 0.3], [0.4, 0.6, -0.5], [1.7, -0.1, 0.6], [-0.1, 0.6, 0.3], [0.7, -0.7, 0.7], [-1.1, 0.0, -1.5], [0.6, 1.1, 1.2], [0.2, -0.5, -0.6], [0.2, 0.3, -0.1], [-0.3, 0.2, -0.6], [0.5, -0.3, -0.3], [-0.2, 0.1, 0.0], [0.1, 0.0, -0.1], [-0.3, -0.3, 0.1], [-0.2, -0.1, 0.2], [0.0, -0.8, 0.3], [1.4, 2.2, -1.2], [-0.9, -2.0, 3.1], [0.1, -0.5, -0.7], [-0.6, 0.4, 0.4], [-0.1, 0.1, 0.1], [0.1, 0.1, -0.3], [-0.3, 0.4, 0.0], [-0.3, 0.2, -0.2], [0.3, -0.4, -0.9], [-0.4, -0.1, -0.2], [0.4, -0.1, 0.6], [-0.2, 0.3, -0.5], [0.4, -2.1, 2.8], [2.6, 2.8, 0.3], [-3.0, -0.8, -2.5], [1.3, -0.1, -0.1], [-0.1, -0.1, 0.0], [-0.1, 0.0, -0.2], [0.0, 0.1, 0.0], [0.1, 0.0, 0.1], [-0.3, -0.1, -0.1], [0.0, 0.0, 0.3], [0.2, 0.4, 0.1], [-1.1, -0.3, -0.4], [1.4, -0.1, -0.8], [1.6, -0.3, 2.0], [-1.8, -0.2, -0.5], [-0.6, 0.7, 0.2], [0.0, -0.2, 0.5], [-0.3, 0.0, 0.0], [0.1, 0.6, -0.2], [0.2, 0.1, 0.0], [0.0, -0.2, -0.4], [0.5, -0.6, -0.1], [0.4, 0.4, 0.2], [0.5, -0.3, 1.3], [0.1, -0.4, -1.8], [-0.5, 1.2, 0.2], [0.3, -1.4, -0.2], [-0.6, 0.6, 0.3], [0.3, -0.1, 0.2], [-0.2, 0.5, -0.5], [-0.1, 0.0, -0.5], [0.1, -0.2, 0.0], [0.5, 0.5, 0.2], [-0.4, 0.4, 0.5], [0.1, -0.1, -0.4]]}